ORCA calculation (ωB97M-V/def2-TZVPD) on a structure of composition C31H89AsF6N13O10 in a non-equilibrium geometry.

Last column: Mulliken charge in e.
Atoms and positions in Å:
As (-5.177, -5.998, -3.860)  2.07
F (-5.024, -4.312, -3.178)  -0.52
F (-3.750, -6.562, -2.982)  -0.50
F (-5.251, -7.702, -4.502)  -0.54
F (-6.651, -5.710, -4.856)  -0.52
F (-4.239, -5.525, -5.326)  -0.50
F (-6.197, -6.573, -2.508)  -0.50
C (-4.696, -10.987, -9.808)  0.69
O (-3.519, -10.932, -10.214)  -0.72
N (-5.627, -11.484, -10.571)  -0.38
N (-5.046, -10.500, -8.676)  -0.28
H (-6.580, -11.514, -10.238)  0.16
H (-5.269, -11.994, -11.367)  0.22
H (-4.440, -9.903, -8.131)  0.19
H (-5.917, -10.779, -8.249)  0.12
C (-1.472, -11.864, -4.609)  0.60
O (-1.252, -11.801, -5.812)  -0.63
N (-1.653, -12.908, -3.878)  -0.39
N (-1.378, -10.709, -3.868)  -0.38
H (-2.032, -12.862, -2.943)  0.20
H (-1.792, -13.764, -4.396)  0.25
H (-1.039, -9.834, -4.241)  0.20
H (-1.875, -10.693, -2.989)  0.17
C (0.307, -1.447, -4.597)  0.68
O (-0.219, -0.654, -5.378)  -0.67
N (-0.344, -2.277, -3.814)  -0.39
N (1.579, -1.622, -4.423)  -0.42
H (0.123, -2.866, -3.139)  0.17
H (-1.351, -2.244, -3.883)  0.20
H (2.173, -0.957, -4.898)  0.23
H (1.840, -2.547, -4.111)  0.20
C (-6.405, 1.907, -4.050)  -1.28
C (-7.356, 1.309, -5.102)  0.43
C (-6.866, 1.119, -6.611)  -0.57
O (-6.324, 2.457, -7.047)  -0.37
C (-4.966, 2.592, -7.599)  -0.62
N (-7.967, 0.079, -4.668)  -0.66
H (-7.004, 2.073, -3.154)  0.40
H (-5.935, 2.757, -4.545)  0.26
H (-5.652, 1.122, -3.990)  0.29
H (-8.199, 2.000, -5.100)  0.22
H (-7.695, 0.849, -7.265)  0.24
H (-6.028, 0.425, -6.675)  0.38
H (-4.720, 3.639, -7.772)  0.21
H (-4.960, 2.082, -8.563)  0.28
H (-4.302, 2.139, -6.864)  0.30
H (-7.345, -0.708, -4.550)  0.25
H (-8.284, 0.174, -3.714)  0.25
C (-15.998, -8.464, -2.584)  -1.30
C (-15.447, -7.200, -3.176)  0.16
C (-14.340, -6.443, -2.374)  -0.65
O (-13.259, -7.364, -2.162)  -0.28
C (-11.979, -6.773, -2.107)  -0.84
N (-14.833, -7.802, -4.410)  -0.71
H (-15.178, -9.129, -2.315)  0.30
H (-16.702, -8.946, -3.263)  0.38
H (-16.591, -8.197, -1.709)  0.35
H (-16.294, -6.611, -3.528)  0.39
H (-14.820, -6.249, -1.414)  0.29
H (-13.953, -5.519, -2.803)  0.47
H (-11.779, -5.975, -1.392)  0.31
H (-11.630, -6.437, -3.083)  0.36
H (-11.344, -7.625, -1.862)  0.24
H (-14.138, -8.499, -4.183)  0.28
H (-14.385, -7.067, -4.938)  0.23
C (-0.966, -5.699, -10.114)  -1.29
C (0.209, -6.446, -9.557)  0.55
C (0.019, -6.914, -8.106)  -0.67
O (0.960, -7.929, -7.712)  -0.30
C (2.274, -7.384, -7.524)  -0.74
N (0.722, -7.392, -10.481)  -0.71
H (-0.852, -5.622, -11.195)  0.35
H (-1.060, -4.728, -9.627)  0.34
H (-1.891, -6.125, -9.725)  0.30
H (1.003, -5.707, -9.455)  0.22
H (-0.895, -7.506, -8.145)  0.27
H (-0.045, -6.231, -7.259)  0.41
H (2.894, -8.173, -7.098)  0.26
H (2.392, -6.472, -6.938)  0.33
H (2.776, -7.165, -8.466)  0.21
H (0.686, -7.194, -11.471)  0.25
H (1.726, -7.299, -10.429)  0.21
C (-12.086, -10.476, -10.870)  -1.35
C (-11.582, -11.322, -9.693)  0.42
C (-10.466, -10.640, -8.778)  -0.69
O (-9.681, -11.467, -7.890)  -0.35
C (-9.767, -11.052, -6.522)  -0.77
N (-12.737, -11.740, -8.944)  -0.70
H (-12.901, -11.056, -11.301)  0.38
H (-11.551, -10.310, -11.805)  0.36
H (-12.542, -9.599, -10.411)  0.32
H (-11.206, -12.282, -10.048)  0.24
H (-10.946, -9.892, -8.146)  0.42
H (-9.745, -10.118, -9.406)  0.31
H (-10.784, -11.085, -6.133)  0.33
H (-9.451, -10.010, -6.470)  0.37
H (-9.086, -11.565, -5.843)  0.25
H (-13.460, -12.071, -9.568)  0.23
H (-13.179, -10.958, -8.484)  0.26
C (-9.655, -13.995, 5.573)  -1.37
C (-10.090, -12.541, 5.511)  0.66
C (-10.214, -11.950, 4.165)  -0.85
O (-8.971, -11.947, 3.408)  -0.33
C (-9.065, -11.150, 2.227)  -0.79
N (-11.349, -12.573, 6.190)  -0.70
H (-8.759, -14.091, 4.959)  0.33
H (-10.260, -14.833, 5.230)  0.33
H (-9.273, -14.106, 6.587)  0.32
H (-9.243, -12.021, 5.957)  0.18
H (-10.479, -10.896, 4.249)  0.40
H (-11.083, -12.333, 3.630)  0.43
H (-8.059, -10.898, 1.892)  0.29
H (-9.356, -10.142, 2.523)  0.33
H (-9.624, -11.497, 1.359)  0.28
H (-11.907, -11.923, 5.656)  0.26
H (-11.422, -12.134, 7.097)  0.23
C (-3.178, -4.835, 2.308)  -1.48
C (-2.035, -5.841, 2.651)  0.43
C (-2.570, -7.236, 2.634)  -0.76
O (-1.564, -8.320, 2.530)  -0.45
C (-0.567, -8.281, 3.579)  -0.76
N (-1.103, -5.781, 1.562)  -0.75
H (-2.944, -3.812, 2.015)  0.38
H (-3.789, -4.625, 3.186)  0.39
H (-3.862, -5.392, 1.667)  0.36
H (-1.514, -5.579, 3.572)  0.29
H (-3.194, -7.389, 1.754)  0.44
H (-3.252, -7.427, 3.463)  0.42
H (0.290, -7.665, 3.307)  0.31
H (-0.198, -9.277, 3.825)  0.29
H (-0.923, -7.967, 4.560)  0.30
H (-1.612, -5.569, 0.716)  0.32
H (-1.005, -6.780, 1.451)  0.30
C (-8.770, -4.842, -11.062)  -1.43
C (-8.258, -3.548, -10.535)  0.53
C (-8.264, -2.503, -11.675)  -0.54
O (-7.556, -2.997, -12.904)  -0.38
C (-6.166, -3.250, -12.780)  -0.65
N (-9.230, -3.274, -9.437)  -0.80
H (-8.905, -5.576, -10.267)  0.37
H (-8.098, -5.326, -11.770)  0.34
H (-9.701, -4.784, -11.626)  0.32
H (-7.325, -3.837, -10.052)  0.23
H (-7.710, -1.621, -11.353)  0.31
H (-9.294, -2.203, -11.871)  0.38
H (-6.024, -3.613, -11.762)  0.25
H (-5.591, -2.338, -12.945)  0.28
H (-5.799, -4.059, -13.411)  0.26
H (-8.917, -2.432, -8.975)  0.22
H (-8.971, -3.876, -8.668)  0.30

Properties
Kohn-Sham gap, eV: 8.964
E_tot, eV: -150578.21821
LUMO, eV: 1.93
Charge: -1